Entry 1:
ORCA calculation (wB97M-V/def2-TZVPD) on C3H5NO2S as an isolated structure.

Structure (XYZ):
```
12
Properties=species:S:1:pos:R:3:forces:R:3:nbo_charge:R:1
C -0.4931 -0.0397 -1.1993 -0.8 1.6 -0.7 -0.333
H -0.6852 -0.0178 -2.2677 -0.4 0.3 -0.1 0.226
H 2.2625 -2.1495 2.3258 0.1 3.9 -2.9 0.238
H 3.2769 -0.1105 1.1480 -3.4 -3.3 0.8 0.215
H -2.6168 2.6054 -0.1069 2.4 -3.6 0.2 0.154
O -0.8018 1.3064 -0.6461 -2.3 0.0 -0.2 -0.528
C 2.2126 -1.0872 1.3780 -1.9 -1.6 -1.5 -0.132
N 1.1001 -1.2665 0.5978 5.3 2.5 1.1 -0.524
C -1.9865 1.4245 -0.0368 -4.0 -2.5 3.0 0.634
H -0.8801 -0.9329 -0.7848 -1.3 -0.3 1.0 0.268
S 1.1448 -0.1542 -1.0048 4.0 -2.3 2.5 0.395
O -2.5335 0.4219 0.5967 2.4 5.3 -3.3 -0.612
```
Positions in Å, forces in eV/Å.

Computed properties:
**F_max**: 0.131 hartree/bohr
**Relative energy (zero: lowest compared OMol25 entry of this formula, charge and spin)**: 622.39 kJ/mol
**Total charge**: 0
**LUMO**: 0.3 eV
**Orbital gap**: 9.6 eV

=====

Entry 2:
ORCA calculation (wB97M-V/def2-TZVPD) on C18H16FeN11O as an isolated structure.

Structure (XYZ):
```
47
Properties=species:S:1:pos:R:3:forces:R:3:nbo_charge:R:1
H -4.1822 0.3635 -0.7879 0.0 0.0 0.0 0.214
H 4.1818 0.6953 -4.0585 0.0 0.0 0.0 0.201
N 3.5300 1.6136 3.2795 0.2 0.2 0.1 -0.115
C -2.4227 1.5258 -0.3770 0.1 0.1 -0.1 -0.026
O 1.4289 0.6168 -0.5504 0.2 0.2 0.1 -0.835
C -1.5785 1.8722 1.8574 0.1 0.0 0.0 -0.241
H -1.2974 2.4848 -1.9316 0.0 0.0 0.0 0.208
C 0.1555 -1.3290 3.7356 -0.3 -0.1 0.0 0.448
C -2.5097 1.3104 0.9886 0.0 -0.1 0.2 -0.184
C 2.1360 0.0651 3.5428 0.0 0.3 -0.1 0.436
C -0.5342 2.6513 1.3646 -0.1 0.1 0.0 -0.280
N 2.6894 1.7060 2.3191 -0.1 0.2 -0.4 -0.131
H 2.9976 -1.1957 -5.1566 0.0 0.0 0.0 0.201
C 3.3224 0.2424 -3.5793 0.1 0.0 0.0 -0.187
Fe 0.3549 0.1325 1.0004 0.0 -0.5 0.0 1.530
C 2.9076 0.7115 -2.3598 -0.1 0.0 0.0 -0.285
H -0.7468 -2.7133 -3.2882 0.0 0.0 0.0 0.414
N -0.6503 -2.0277 4.5273 0.3 0.1 0.0 -0.397
N -0.8557 -2.4105 -2.3385 0.1 0.1 0.1 -0.524
C -1.8435 -2.7990 -1.4636 -0.1 -0.1 0.0 -0.115
H -2.8339 0.0545 -1.8775 0.0 0.0 0.0 0.223
C -1.5971 -2.1338 -0.3095 -0.2 -0.2 0.1 -0.087
N -0.4511 -0.9923 2.5915 0.1 0.2 0.4 -0.563
N -1.8027 -2.0976 3.8444 -0.2 0.0 0.3 -0.106
N 3.2222 0.5863 4.0938 -0.3 -0.3 0.0 -0.403
H -1.6374 1.6488 2.9141 0.0 0.0 0.0 0.234
N -1.7113 -1.4745 2.7302 -0.1 -0.1 -0.4 -0.167
C -0.0401 -1.5318 -1.6944 0.0 0.0 -0.2 0.379
H -3.2687 0.6490 1.3873 0.0 0.0 0.0 0.221
H 0.2265 3.0438 2.0273 0.0 0.0 0.0 0.249
H -3.7781 1.5375 -2.0470 0.0 0.0 0.0 0.209
C 1.7953 0.1446 -1.6891 -0.1 -0.1 0.0 0.402
H 0.3798 3.4489 -0.4035 0.0 0.0 0.0 0.226
H 3.4223 1.5185 -1.8584 0.0 0.1 0.0 0.223
H -2.1266 -2.1528 0.6282 0.0 0.0 0.0 0.259
H -2.6118 -3.4956 -1.7404 0.0 0.0 0.0 0.212
N 1.7716 0.7178 2.4347 0.1 -0.2 0.4 -0.567
C -1.3962 2.3364 -0.8631 0.1 0.0 0.1 -0.224
N -0.4804 -1.3507 -0.4573 0.2 0.3 -0.1 -0.588
H 1.7644 -1.3366 4.9709 0.0 0.0 0.0 0.417
H 1.0867 -2.2271 -4.0500 0.0 0.0 0.0 0.177
C -3.3604 0.8358 -1.3227 0.0 0.0 -0.1 -0.630
C 1.1184 -0.9268 -2.3312 0.1 0.1 0.0 -0.179
C 2.6600 -0.8171 -4.2026 -0.1 -0.1 -0.1 -0.298
C -0.4561 2.8891 -0.0066 -0.1 -0.1 0.0 -0.176
C 1.5753 -1.3859 -3.5707 0.0 0.0 0.0 -0.175
N 1.4462 -1.0041 4.0775 0.1 -0.2 -0.1 -0.599
```
Positions in Å, forces in eV/Å.

Computed properties:
**F_max**: 0.009 hartree/bohr
**Relative energy (zero: lowest compared OMol25 entry of this formula, charge and spin)**: 19.04 kJ/mol
**Multiplicity**: 5
**Total charge**: -1
**LUMO (alpha / beta)**: 2.5 / 2.4 eV
**Orbital gap (alpha / beta)**: 7.4 / 7.4 eV

=====

Entry 3:
ORCA calculation (wB97M-V/def2-TZVPD) on C29H42AlCl2F5GeN3OSSi3 as an isolated structure.

Structure (XYZ):
```
88
Properties=species:S:1:pos:R:3:forces:R:3:mulliken_charge:R:1
H -4.3199 -7.7388 2.7074 0.0 0.0 0.0 0.369
C 5.4974 2.2518 -1.0258 0.0 0.0 0.0 0.121
C -3.1993 -6.7112 4.2315 0.0 0.0 0.0 0.678
H -3.9278 -8.7232 4.1100 0.0 0.0 0.0 0.307
C -6.3367 1.2580 0.3240 0.0 0.0 0.0 -0.997
H -4.8233 2.7868 -2.7599 0.0 0.0 0.0 0.277
H -5.7094 -1.2965 -1.8166 0.0 0.0 0.0 0.414
C -4.9215 -0.5404 -1.7737 0.0 0.0 0.1 -0.994
C 4.0009 0.1951 0.1032 0.0 -0.1 0.0 -0.186
C 0.5041 -0.3280 5.1371 0.0 0.0 0.0 -0.524
C -1.4955 -2.2469 6.2514 0.0 -0.1 0.0 0.210
H -3.8270 1.2480 3.6211 0.0 0.0 0.0 0.419
H -5.2326 -6.0618 4.4416 0.0 0.0 0.0 0.407
N 0.8433 -0.4500 2.3951 0.1 0.0 -0.1 0.430
C 3.3343 1.3544 -0.3474 -0.1 0.1 0.0 0.348
C -1.1862 4.2141 -1.7181 -0.1 0.0 0.0 -0.843
F 3.2507 -0.7732 0.6579 0.1 0.0 0.0 -0.264
H -1.3201 -3.0100 4.3380 0.0 0.0 0.0 0.120
Si -4.8450 0.1985 -0.0593 0.0 0.0 -0.1 0.244
C -4.1981 -5.8486 4.6815 0.0 0.0 0.0 -0.688
C 4.1325 2.3864 -0.9123 0.0 0.1 0.0 0.308
H -2.2210 0.5891 3.3011 0.0 0.0 0.0 -0.145
F 5.9533 -1.0551 0.4261 0.0 0.1 0.0 -0.234
F 6.2336 3.2057 -1.5501 -0.1 -0.1 0.0 -0.221
H -6.2936 1.6760 1.3316 0.0 0.0 0.0 0.303
H -1.5630 2.0538 -4.2085 0.0 0.0 0.0 0.422
H -3.5525 4.9355 1.4721 0.0 0.0 0.0 0.326
F 7.3958 0.9359 -0.6733 -0.2 0.0 0.0 -0.213
H -0.9441 4.7271 -2.6520 0.0 0.0 0.0 0.402
C 1.3264 0.5648 4.4773 0.0 0.0 0.0 -1.086
H -0.0639 2.5363 2.0679 0.0 0.0 0.0 -0.216
Si -2.4339 2.8605 -2.0542 0.0 0.0 0.0 0.427
C -2.7745 1.5102 3.4991 0.0 0.0 0.0 -0.683
C -3.5467 -7.9446 3.4472 0.0 0.0 0.0 -1.395
S 1.6592 1.5255 -0.2414 0.1 0.0 -0.1 0.234
C -1.5667 -5.3103 5.3448 0.0 0.0 0.0 -0.022
O -1.2542 -1.3374 7.0147 -0.1 0.1 0.0 -0.674
H -1.0896 -7.0848 4.2523 0.0 0.0 0.0 0.390
C -4.0806 3.5679 -2.5873 0.0 0.0 0.0 -1.042
H 0.1685 -3.0217 -0.3716 0.0 0.0 0.0 0.514
C -0.1615 -1.3183 4.3979 0.0 0.0 -0.1 -0.019
H -4.6820 -4.0617 5.7674 0.0 0.0 0.0 0.478
C -0.7616 3.3751 2.1179 0.0 0.0 0.1 -0.473
H -5.4955 -1.7184 1.3247 0.0 0.0 0.0 0.422
H 1.9265 -3.0278 -0.0247 0.0 0.0 0.0 0.519
N -2.2738 -3.3131 6.5736 0.1 0.1 -0.1 -0.035
H -2.4230 1.9202 4.4491 0.0 0.0 0.0 0.429
C -4.5799 -1.1292 1.2308 0.0 0.0 0.0 -0.923
C -1.7714 1.5832 -3.2451 0.0 0.0 0.1 -0.807
F 3.5486 3.4826 -1.3353 0.0 -0.1 0.0 -0.254
H -3.7781 -1.8075 0.9348 0.0 0.0 0.0 0.217
C 0.0504 -1.3343 3.0210 -0.1 0.0 0.1 -0.193
H -7.2388 0.6440 0.2639 0.0 0.0 0.0 0.400
Si -2.5336 2.7613 2.1310 0.1 0.1 0.0 0.319
Cl -1.2851 -0.1359 0.0068 0.1 0.0 0.0 -0.020
H -0.2554 3.8301 -1.2987 0.0 0.0 0.0 0.096
H -5.1466 0.2125 -2.5306 0.0 0.0 0.0 0.281
H -2.7299 -3.2188 7.4686 0.0 0.0 0.0 0.306
C -1.8821 -6.4175 4.5684 0.0 0.0 0.0 -0.596
Al 0.8744 -0.6133 0.4542 -0.5 0.1 0.4 -0.157
H -4.7769 3.8482 2.1354 0.0 0.0 0.0 0.326
H -1.5837 4.9591 -1.0269 0.0 0.0 0.0 0.318
H -0.5581 4.0464 1.2834 0.0 0.0 0.0 0.306
H -0.8451 1.1319 -2.8815 0.0 0.0 0.0 0.125
H -6.4541 2.0816 -0.3827 0.0 0.0 0.0 0.334
Ge -2.9906 1.7454 0.0023 -0.1 -0.1 0.1 0.096
H -0.5557 3.9170 3.0450 0.0 0.0 0.0 0.482
H 0.3614 -0.2780 6.2052 0.0 0.0 0.0 0.606
H -3.9570 4.1177 -3.5233 0.0 0.0 0.0 0.406
H 2.1146 1.1778 2.5683 0.0 0.0 0.0 0.510
H -3.9827 -1.0277 -2.0442 0.0 0.0 0.0 0.274
N -0.9922 -2.2685 4.9399 -0.1 -0.1 0.0 0.113
H -4.4868 4.2629 -1.8496 0.0 0.0 0.0 0.349
H -2.4873 0.7784 -3.4122 0.0 0.0 0.0 0.263
H -2.6761 -8.3464 2.9313 0.0 0.0 0.0 0.357
C 5.3483 0.0320 0.0030 0.0 0.0 0.0 -0.042
H -0.5435 -5.1342 5.6529 0.0 0.0 0.0 0.498
C 6.1057 1.0769 -0.5720 0.2 0.0 0.0 0.644
C -3.8950 -4.7251 5.4311 0.0 0.0 0.0 -0.636
C 1.4813 0.4885 3.1093 0.0 0.0 0.0 -0.213
H -0.4446 -2.0708 2.3966 0.0 0.0 0.0 0.581
H -3.6539 4.6707 3.2118 0.0 0.0 0.0 0.390
H 1.8532 1.3290 5.0309 0.0 0.0 0.0 0.491
H -4.3441 -0.7202 2.2141 0.0 0.0 0.0 0.210
C -3.7427 4.1821 2.2386 0.0 0.0 0.0 -1.028
C -2.5743 -4.4500 5.7655 0.0 0.0 0.0 -0.109
C 1.0547 -2.4133 -0.2219 0.1 0.2 -0.1 -0.756
Cl 1.3683 -1.5676 -1.8492 0.1 -0.1 -0.2 -0.124
```
Positions in Å, forces in eV/Å.

Computed properties:
**F_max**: 0.012 hartree/bohr
**Relative energy (zero: lowest compared OMol25 entry of this formula, charge and spin)**: 0.00 kJ/mol
**Multiplicity**: 2
**Total charge**: +2
**LUMO (alpha / beta)**: -5.6 / -9.3 eV
**Orbital gap (alpha / beta)**: 7.3 / 3.6 eV

=====

Entry 4:
ORCA calculation (wB97M-V/def2-TZVPD) on one molecule with the formula C3H3NO2.

Structure (XYZ):
```
9
Properties=species:S:1:pos:R:3:forces:R:3:nbo_charge:R:1
H -1.2812 -1.2441 0.7584 -0.3 -0.2 0.1 0.206
C -1.3877 -0.3147 0.2155 -0.6 0.3 -0.2 -0.227
N 2.6172 -0.9698 0.4706 -0.1 1.2 -0.7 -0.264
H -1.9242 -0.5020 -0.7130 0.1 0.2 -0.1 0.199
O 0.9555 1.8393 -1.0760 -0.1 -0.9 0.5 -0.506
C 2.0576 -0.0778 -0.0124 0.7 -0.7 0.3 0.166
H -1.9233 0.4062 0.8303 0.1 0.2 -0.1 0.199
O -0.0447 0.0578 0.0036 0.3 -0.2 0.2 -0.530
C 0.9310 0.8050 -0.4770 -0.1 0.1 -0.1 0.755
```
Positions in Å, forces in eV/Å.

Computed properties:
**SMILES**: COC(=O)C#N
**F_max**: 0.027 hartree/bohr
**Relative energy (zero: lowest compared OMol25 entry of this formula, charge and spin)**: 248.77 kJ/mol
**Total charge**: 0
**LUMO**: 0.4 eV
**Orbital gap**: 12.0 eV

=====

Entry 5:
ORCA calculation (wB97M-V/def2-TZVPD) on C36H56BrClI2N5O4PS as an isolated structure.

Structure (XYZ):
```
107
Properties=species:S:1:pos:R:3:forces:R:3:mulliken_charge:R:1
C 4.0265 -0.1719 7.8468 0.0 0.0 0.0 -0.275
C 5.5280 -2.1602 -0.2490 0.1 0.1 0.0 -0.798
C -1.3939 -0.1413 1.4793 -0.4 -0.1 0.6 -0.672
C 1.8115 1.2946 7.3263 0.0 0.0 0.0 -0.394
H -2.7021 -4.6610 -4.4300 -0.2 -0.4 0.0 0.441
H 5.1832 -2.1420 0.7760 0.0 -0.1 0.3 0.211
H 6.0210 -0.5376 -1.5570 0.3 0.1 -0.3 0.315
H 7.3898 -1.1288 -0.5877 0.4 0.1 0.0 0.431
H 2.6947 -1.3114 0.0744 -0.1 0.3 -0.1 -0.324
H 3.6070 1.3415 1.7521 0.0 -0.1 0.2 0.252
H 0.3236 3.6022 -2.4221 0.2 0.0 -0.1 0.264
N -0.0839 3.0251 -1.7029 -0.6 0.2 0.6 -0.278
C -0.5340 3.8795 -0.5858 0.4 -0.2 -0.2 -1.449
H 2.6852 -4.3085 -5.0313 0.1 -0.3 0.1 0.382
H 0.0200 -1.3723 -6.6157 -0.3 0.2 -0.1 0.381
C -0.4444 -1.5475 -1.2058 0.3 -0.8 -0.9 1.942
C 1.3110 2.9663 0.8661 -0.2 0.2 -0.2 -1.871
H 1.7819 3.6017 0.1258 0.3 0.1 -0.3 0.564
H -8.0569 6.3933 4.2808 0.0 0.0 0.0 0.345
H -3.0384 2.3118 0.4096 0.1 0.4 0.0 0.477
C -5.6437 4.4332 3.3868 0.1 0.0 0.0 -0.297
C -7.5823 5.4891 3.9162 0.0 0.0 0.0 -0.242
C 4.0517 1.0907 -0.3560 0.6 0.0 0.0 0.608
H -2.7782 -1.9445 -3.4577 0.4 0.3 -0.2 -0.001
C 0.8972 0.0884 -2.7022 3.3 -0.2 0.9 0.651
H -2.1011 -4.0377 -1.4194 0.3 -0.2 0.0 0.697
H -0.6856 -1.1074 -3.2660 -0.2 -0.1 -0.3 -0.293
H -8.2485 2.3695 2.8229 0.0 0.0 0.0 0.367
C -4.3618 -3.3096 -3.3484 0.2 0.4 0.2 -2.003
C 1.1915 -2.9395 -5.7189 -0.8 -0.7 0.4 1.118
H -0.8912 2.6178 -2.1535 -0.1 -0.1 -0.1 0.249
Br 0.6680 1.4570 -4.1240 0.2 -0.6 -0.3 -0.226
Cl 1.0285 0.9484 3.0827 -0.1 0.2 0.1 -0.246
I -4.3429 0.0722 2.2560 0.1 -0.2 0.0 0.158
C 1.2098 0.5079 1.3258 0.5 0.0 -0.5 -0.274
C -1.2820 -3.2963 -5.2054 0.2 -0.5 -0.2 -0.858
N -6.2557 5.5270 3.8316 0.0 0.0 0.0 -0.531
H -9.4208 4.4097 3.6611 0.0 0.0 0.0 0.361
H 1.2605 -2.5747 -2.6308 0.1 0.2 -0.1 0.094
C -0.1571 3.3501 0.7965 -0.1 0.0 -0.3 0.055
H 1.2430 -2.1339 -7.6436 -0.1 0.0 -0.4 0.358
H 3.5560 2.7349 0.7729 0.0 0.4 0.0 0.700
C -1.9101 -1.9240 -0.9339 0.2 -0.2 0.0 -0.612
H 0.9270 1.8623 7.0710 0.0 0.0 0.0 0.360
H 3.9941 0.6690 9.8228 0.0 0.0 0.0 0.356
H 1.9514 2.0241 9.3436 0.0 0.0 0.0 0.372
C -2.8964 1.3092 0.0330 -0.2 -0.2 0.0 -1.447
C 2.4009 0.4563 6.3902 0.0 0.0 -0.1 0.181
H 1.7387 -1.0072 -6.4212 0.1 0.4 0.1 0.348
H -0.0218 4.8303 -0.6711 0.1 0.3 -0.1 0.578
C -2.0313 -3.9212 -4.0155 0.0 0.3 -0.1 -1.634
N 3.4894 -0.2676 6.6346 0.0 0.0 0.0 -0.425
C -0.1411 0.0488 0.6444 0.1 0.5 0.1 1.497
H -4.5903 -3.4740 -4.3917 -0.1 -0.1 -0.3 0.513
H 3.8345 1.6279 -1.2667 -0.2 0.0 -0.3 0.220
I -1.3547 -1.4974 3.0984 0.0 0.0 -0.2 0.197
C 1.0175 -1.7823 -6.6439 0.1 0.0 0.4 -1.500
H 3.5462 -0.5315 1.9402 0.0 0.2 -0.2 0.132
H -1.7217 -3.6983 -6.1138 -0.2 0.1 -0.3 0.565
H -4.5612 4.4898 3.3317 0.0 0.0 0.0 0.397
H -1.9695 -2.1257 0.1270 -0.1 0.0 0.3 0.234
C 2.6080 -3.3060 -5.4273 0.0 0.0 0.0 -1.516
O 5.4484 1.2955 -0.0726 0.1 0.1 0.3 -0.444
C 0.1766 -3.6566 -5.2034 0.6 0.8 -0.3 -0.523
H 0.4012 -4.5943 -4.7204 0.2 -0.1 0.3 0.417
O 6.4050 0.1049 1.6062 -0.7 0.4 -2.7 -0.572
C -7.6901 3.2530 3.1056 0.0 0.0 0.0 -0.434
H -0.8440 2.6185 1.2019 -0.1 -0.3 0.0 -0.097
C -8.3439 4.3826 3.5693 0.0 0.0 0.0 -0.302
O 0.2286 -1.1258 -0.0489 0.0 0.2 0.4 0.687
H -0.2441 4.2169 1.4410 -0.2 0.1 0.4 0.496
C 2.3818 1.3826 8.5854 0.0 0.0 0.0 -0.371
H 4.9138 -0.7719 8.0168 0.0 0.0 0.0 0.359
H -5.7493 2.4164 2.6527 -0.2 0.3 0.1 -0.121
H 3.8673 0.0363 -0.5016 -0.1 -0.1 -0.2 0.045
C 3.5147 0.6328 8.8544 0.0 0.0 0.0 -0.307
H 3.0066 -2.6265 -4.6784 0.1 0.2 0.2 0.206
H 0.9794 -2.2171 2.5934 0.1 -0.4 0.1 -0.039
H -1.5886 4.1148 -0.6579 -0.4 0.0 0.1 0.363
H 1.7060 3.3015 1.8191 0.1 -0.1 0.4 0.692
H 1.9820 0.3614 5.3939 0.0 0.0 0.1 0.243
H 3.2449 -3.2026 -6.2986 0.2 -0.1 -0.2 0.442
H -1.1439 0.2370 -2.2806 -0.2 0.2 0.1 0.509
H -2.5114 -1.0471 -1.1514 -0.2 0.3 0.2 0.054
P 2.3521 -1.0276 1.4009 -0.4 -1.5 0.8 0.806
N 1.8153 1.6051 0.5837 -0.1 -0.3 0.6 1.071
C -2.5759 -3.0926 -1.6398 -0.4 0.2 -0.1 -2.194
H -4.6219 -4.1830 -2.7641 -0.1 -0.4 -0.1 0.447
S 0.4758 -3.0778 -1.6800 -0.1 -0.1 0.3 -0.310
N 1.9051 -2.2957 2.2040 0.2 0.8 -0.3 -0.832
C -2.8785 -2.9780 -3.1418 -0.3 -0.4 0.0 1.469
H -0.3246 0.8422 -0.0683 -0.2 0.3 -0.3 -1.296
C -6.3081 3.2753 3.0104 0.0 0.0 0.0 0.418
H -1.4078 -2.2214 -5.2446 -0.1 0.3 0.0 0.444
H 4.6616 -2.2485 -0.8915 -0.2 0.0 -0.2 0.122
H -3.5417 -3.1523 -1.1495 -0.3 0.0 0.3 0.561
C 3.2740 1.6931 0.7835 -0.2 0.4 -0.3 -1.651
C -2.5755 0.3991 1.1673 0.2 0.0 0.3 0.392
H -1.3307 -4.4574 -3.3921 0.2 -0.1 0.2 0.559
C 6.3386 -0.8941 -0.5868 -0.9 -0.3 0.1 -0.371
C 6.0733 0.1855 0.4208 0.9 0.0 2.6 0.524
C -0.4076 -0.5535 -2.3756 0.3 -0.1 0.2 -1.421
H -2.1695 1.2702 -0.7581 0.5 0.3 -0.2 -0.269
H -3.8475 1.0153 -0.3905 -0.2 -0.1 -0.2 0.768
H -4.9813 -2.4964 -2.9865 -0.2 0.2 0.1 0.414
H 6.1250 -3.0491 -0.3787 0.2 -0.3 0.0 0.396
O 2.0142 -0.1392 -2.2767 -3.1 0.5 -1.2 -0.553
```
Positions in Å, forces in eV/Å.

Computed properties:
**F_max**: 0.066 hartree/bohr
**Total charge**: 0
**LUMO**: -0.2 eV
**Orbital gap**: 7.9 eV

=====

- The lowest F_max belongs to which entry?
  C18H16FeN11O